1.
DFT (ωB97M-V with the def2-TZVPD basis set) results for a molecular structure, C2Br3NO2 at a distorted geometry.

Properties
Energy relative to the best compared isomer or geometry (same formula, charge and spin) (kJ/mol): 272.4
Lowest unoccupied orbital energy (eV): -0.6
Gap between HOMO and LUMO (eV): 9.82
HOMO level (eV): -10.4
Calculated total energy (eV): -217782.838

XYZ file:
```
8
Properties=species:S:1:pos:R:3:forces:R:3:mulliken_charge:R:1
C -0.0142 -1.7412 -1.4439 1.2 2.6 3.4 0.587
C -0.0475 0.8698 0.8316 0.6 1.8 -0.1 0.212
N -0.3350 -0.8952 -0.6180 -1.2 -0.3 -0.1 -0.413
O 0.3293 -2.4034 -2.3064 -0.1 -1.6 -1.8 -0.337
O 0.2531 -0.4223 0.5831 0.6 -2.1 -1.3 0.014
Br -0.4009 1.8324 -0.8344 -0.4 0.3 0.6 -0.011
Br 1.6347 1.7505 1.5680 -0.9 -0.8 -0.2 -0.040
Br -1.4196 1.0093 2.2200 0.1 0.0 -0.6 -0.013
```
Forces are in eV/Å.

2.
DFT (ωB97M-V with the def2-TZVPD basis set) results for C2BrCl3FN in the gas phase at a distorted geometry.

Properties
Lowest unoccupied orbital energy (spin up / spin down) (eV): 0.6 / -4.1
Gap between HOMO and LUMO (spin up / spin down) (eV): 6.89 / 6.21
Spin multiplicity: 3
HOMO level (spin up / spin down) (eV): -6.3 / -10.3
⟨S²⟩: 2.01
Calculated total energy (eV): -113885.213

XYZ file:
```
8
Properties=species:S:1:pos:R:3:forces:R:3:lowdin_spin:R:1
C -0.3634 -0.1030 0.4642 2.2 0.3 -1.4 0.182
C 0.8485 0.3474 -0.5724 -1.5 -0.3 1.2 0.036
N -1.4287 -0.5603 0.0283 3.7 2.3 -4.3 0.414
F 0.0102 0.0049 1.7328 -0.1 0.1 0.0 0.041
Cl 1.2586 -1.0529 -1.5543 0.0 0.0 0.1 0.014
Cl 0.1560 1.6246 -1.5905 0.1 -0.1 0.1 0.012
Cl 2.2296 0.9392 0.3179 0.3 0.1 0.0 0.018
Br -2.7109 -1.1998 1.1739 -4.7 -2.5 4.3 1.283
```
Forces are in eV/Å.

3.
DFT (ωB97M-V with the def2-TZVPD basis set) results for C2BrClF4S2 in the gas phase at a distorted geometry.

Properties
Energy relative to the best compared isomer or geometry (same formula, charge and spin) (kJ/mol): 0.0
Lowest unoccupied orbital energy (spin up / spin down) (eV): -1.5 / -1.5
Gap between HOMO and LUMO (spin up / spin down) (eV): 7.70 / 7.71
HOMO level (spin up / spin down) (eV): -9.2 / -9.2
Calculated total energy (eV): -117177.098

XYZ file:
```
10
Properties=species:S:1:pos:R:3:forces:R:3:mulliken_charge:R:1
C -1.4643 0.3140 0.1544 1.1 -0.1 1.1 0.684
C 1.3522 -0.2851 0.4838 -0.5 0.4 -1.0 0.311
F -2.2054 -0.7634 0.5053 0.3 0.8 -0.8 -0.199
F -2.2177 1.3910 0.1100 -0.9 0.5 1.3 -0.214
F -0.9571 0.2760 -1.0390 0.5 -1.5 -1.9 -0.188
F 1.0958 -1.5285 0.0016 0.8 0.4 0.0 -0.199
S 0.0125 0.4058 1.3391 -0.4 0.6 0.7 -0.167
S 2.3565 0.8313 -0.3160 -1.5 -0.7 1.1 0.236
Cl 3.9609 -0.2536 -0.6918 0.6 -0.5 -0.1 -0.064
Br 1.9942 1.4688 -2.5259 -0.1 0.1 -0.3 -0.201
```
Forces are in eV/Å.

4.
DFT (ωB97M-V with the def2-TZVPD basis set) results for a molecular structure, C2BrClFIO at a distorted geometry.

Properties
Energy relative to the best compared isomer or geometry (same formula, charge and spin) (kJ/mol): 128.6
Lowest unoccupied orbital energy (spin up / spin down) (eV): -2.2 / -2.2
Gap between HOMO and LUMO (spin up / spin down) (eV): 7.97 / 7.97
HOMO level (spin up / spin down) (eV): -10.2 / -10.2
Calculated total energy (eV): -97502.556

XYZ file:
```
7
Properties=species:S:1:pos:R:3:forces:R:3:mulliken_charge:R:1
C -0.3592 -0.0319 -0.4711 0.1 0.4 -0.5 0.614
C 0.7330 -0.2262 0.5716 -0.3 -2.0 -2.0 -0.087
O -0.1965 0.0435 -1.6446 0.2 0.5 0.5 -0.401
F 0.3935 -0.1723 1.8068 0.2 0.0 0.5 -0.139
Cl -1.9059 0.1533 0.2866 -0.6 0.1 0.2 -0.123
Br 0.2723 -2.5766 -0.2012 0.8 1.2 1.1 -0.151
I 2.6408 0.3727 0.0182 -0.3 -0.2 0.3 0.287
```
Forces are in eV/Å.

5.
DFT (ωB97M-V with the def2-TZVPD basis set) results for a molecular structure, C2BrClI2O at a distorted geometry.

Properties
Energy relative to the best compared isomer or geometry (same formula, charge and spin) (kJ/mol): 0.0
Lowest unoccupied orbital energy (eV): -1.5
Gap between HOMO and LUMO (eV): 8.31
HOMO level (eV): -9.8
Calculated total energy (eV): -102886.354

XYZ file:
```
7
Properties=species:S:1:pos:R:3:forces:R:3:mulliken_charge:R:1
C -0.7463 -0.1492 -0.6820 -0.3 2.2 1.3 0.659
C 0.3867 0.0752 0.4871 -1.1 2.4 -1.5 -0.631
O -1.5118 0.7216 -0.9950 1.4 -1.4 0.4 -0.388
Cl -0.8181 -1.7315 -1.3280 0.0 -0.5 -0.5 -0.131
Br -0.5324 1.3091 1.8521 0.9 -1.2 -1.0 -0.009
I 1.2278 -1.6274 1.2652 0.3 -0.3 0.5 0.329
I 1.9941 1.4022 -0.5993 -1.3 -1.1 0.8 0.170
```
Forces are in eV/Å.

6.
DFT (ωB97M-V with the def2-TZVPD basis set) results for a molecular structure, C2BrClI2O at a distorted geometry.

Properties
Energy relative to the best compared isomer or geometry (same formula, charge and spin) (kJ/mol): 232.5
Lowest unoccupied orbital energy (eV): -1.6
Gap between HOMO and LUMO (eV): 7.16
HOMO level (eV): -8.8
Calculated total energy (eV): -102883.945

XYZ file:
```
7
Properties=species:S:1:pos:R:3:forces:R:3:mulliken_charge:R:1
C -0.5829 1.3372 -0.7260 -1.6 0.7 0.3 0.449
C 0.3654 -2.1143 0.9100 -0.4 0.0 0.2 -0.284
O 0.3115 1.3045 -1.4572 1.6 -0.2 -0.3 -0.271
Cl -0.5091 1.7562 0.9899 -0.2 -0.3 -0.7 -0.090
Br -2.3646 1.1564 -1.4892 0.2 -0.1 0.7 -0.093
I 1.5016 -2.1809 -0.7978 0.2 0.1 0.0 0.162
I 1.2781 -1.2591 2.5702 0.2 -0.1 -0.2 0.127
```
Forces are in eV/Å.